(1)
A 2-piece molecular cluster, ClFH2NOP overall. Source: the OMol25 dataset; level of theory: ωB97M-V/def2-TZVPD.

Geometry (Å):
1 N -1.468 -1.095 -1.662
2 O -0.759 0.302 0.565
3 F 2.148 1.494 2.041
4 P -0.579 -0.158 -0.817
5 Cl 1.198 0.137 -1.563
6 H -2.215 -1.532 -1.035
7 H 1.674 0.851 2.471

2S+1: 1
Energy relative to the best compared isomer or geometry (same formula, charge and spin), kcal/mol: 39.59
Net charge: 0
HOMO, Eh: -0.40563

The molecule's Löwdin atomic charges, reported in e, are given here:
1 N -0.236
2 O -0.382
3 F -0.066
4 P 0.173
5 Cl 0.417
6 H 0.038
7 H 0.057



(2)
ClFHOPS2 as an isolated structure. Source: the OMol25 dataset; level of theory: ωB97M-V/def2-TZVPD.

Geometry (Å):
1 O 2.939 0.678 0.137
2 F -2.101 -0.343 1.706
3 P -1.372 -0.321 0.161
4 S -2.098 1.265 -0.737
5 S 1.250 0.640 -0.045
6 Cl -1.993 -2.057 -0.633
7 H 3.376 0.138 -0.589

2S+1: 1
Energy relative to the best compared isomer or geometry (same formula, charge and spin), kcal/mol: 73.64
Net charge: 0
HOMO (spin up / spin down), Eh: -0.34497 / -0.34520

The molecule's Löwdin atomic charges, reported in e, are given here:
1 O -0.547
2 F -0.396
3 P -0.137
4 S 0.178
5 S 0.595
6 Cl 0.250
7 H 0.057



(3)
ClFN2O3 as an isolated structure. Source: the OMol25 dataset; level of theory: ωB97M-V/def2-TZVPD.

Geometry (Å):
1 N -1.682 1.430 0.919
2 N 0.947 -0.133 -1.134
3 O 2.026 -0.622 -1.202
4 O 0.450 0.912 -1.105
5 O -1.500 0.822 1.859
6 F -0.112 -1.183 -0.955
7 Cl 0.352 -0.157 2.036

2S+1: 1
Energy relative to the best compared isomer or geometry (same formula, charge and spin), kcal/mol: 32.25
Net charge: 0
HOMO (spin up / spin down), Eh: -0.39478 / -0.37585

The molecule's Löwdin atomic charges, reported in e, are given here:
1 N 0.197
2 N -0.382
3 O 0.175
4 O 0.146
5 O -0.261
6 F -0.062
7 Cl 0.187



(4)
ClFS2 as an isolated structure. Source: the OMol25 dataset; level of theory: ωB97M-V/def2-TZVPD.

Geometry (Å):
1 F 1.687 0.808 0.270
2 S 1.380 -0.617 -0.440
3 S -1.205 -1.010 0.303
4 Cl -1.861 0.819 -0.133

2S+1: 3
Expectation value of S²: 2.01
Net charge: 0
HOMO (spin up / spin down), Eh: -0.31885 / -0.32051

The molecule's Löwdin atomic charges, reported in e, are given here:
1 F -0.583
2 S 0.569
3 S 0.013
4 Cl 0.000



(5)
ClH12O8V as an isolated structure. Source: the OMol25 dataset; level of theory: ωB97M-V/def2-TZVPD.

Geometry (Å):
1 O -1.060 -0.291 1.725
2 V -0.905 -0.262 0.119
3 O 0.612 0.039 -0.295
4 Cl -0.848 -2.753 -0.192
5 O -3.300 -0.438 -0.055
6 H -4.100 -0.376 0.478
7 H -3.386 -1.268 -0.554
8 O -1.302 -0.159 -2.325
9 H -1.784 0.513 -2.822
10 H -0.833 -0.686 -2.986
11 O 3.319 -0.879 -0.688
12 H 2.461 -0.423 -0.711
13 H 3.706 -0.613 0.150
14 O 0.619 -2.372 4.057
15 H -0.045 -1.980 3.477
16 H 1.397 -2.465 3.497
17 O 3.164 2.119 -0.896
18 H 3.442 3.041 -0.848
19 H 2.464 2.106 -1.557
20 O -1.073 2.019 0.106
21 H -1.473 2.563 -0.584
22 H -1.074 2.565 0.903

2S+1: 1
Energy relative to the best compared isomer or geometry (same formula, charge and spin), kcal/mol: 7.96
Net charge: 0
HOMO, Eh: -0.35424

Results of the Löwdin charge analysis, in e, for atoms 1 through 8:
1 O -0.370
2 V 0.661
3 O -0.371
4 Cl -0.077
5 O -0.089
6 H 0.081
7 H 0.051
8 O -0.078



(6)
A 8-piece molecular cluster, ClH14O11 overall. Source: the OMol25 dataset; level of theory: ωB97M-V/def2-TZVPD.

Geometry (Å):
1 Cl 0.314 -0.397 -0.161
2 O -0.345 -1.572 0.320
3 O -0.393 0.049 -1.342
4 O 0.311 0.606 0.888
5 O 1.678 -0.724 -0.451
6 O 4.002 -1.652 1.810
7 H 3.307 -1.179 1.330
8 H 4.757 -1.631 1.216
9 O -3.495 1.272 -0.313
10 H -2.572 1.381 -0.586
11 H -3.434 0.912 0.576
12 O 3.145 1.945 1.246
13 H 2.275 1.516 1.242
14 H 3.065 2.654 0.601
15 O 0.868 -3.627 -2.114
16 H 0.045 -3.259 -1.766
17 H 1.551 -3.063 -1.731
18 O -0.913 3.140 -0.166
19 H -0.468 2.399 0.277
20 H -0.510 3.169 -1.041
21 O -1.380 -0.154 3.381
22 H -0.687 -0.237 2.708
23 H -2.201 -0.200 2.883
24 O -2.981 -0.831 -2.855
25 H -3.587 -0.342 -3.421
26 H -2.351 -0.173 -2.531

2S+1: 1
Energy relative to the best compared isomer or geometry (same formula, charge and spin), kcal/mol: 0.00
Net charge: -1
HOMO, Eh: -0.28068

Results of the Löwdin charge analysis, in e, for atoms 1 through 8:
1 Cl 0.662
2 O -0.330
3 O -0.342
4 O -0.381
5 O -0.339
6 O -0.066
7 H 0.006
8 H 0.028



(7)
A 8-piece molecular cluster, ClH14O7 overall. Source: the OMol25 dataset; level of theory: ωB97M-V/def2-TZVPD.

Geometry (Å):
1 Cl -0.157 0.312 0.372
2 O -2.937 -0.682 1.756
3 H -2.164 -0.204 1.393
4 H -3.026 -0.338 2.650
5 O -1.366 -2.849 -0.214
6 H -0.723 -3.506 0.067
7 H -0.972 -2.006 0.068
8 O 1.612 -1.750 -1.546
9 H 1.088 -0.946 -1.390
10 H 2.225 -1.744 -0.802
11 O 0.540 3.265 -1.349
12 H -0.078 3.905 -0.984
13 H 0.332 2.443 -0.873
14 O 2.967 1.166 -0.316
15 H 2.081 0.829 -0.083
16 H 2.941 1.244 -1.275
17 O 0.991 1.669 3.589
18 H 0.642 1.509 2.700
19 H 1.557 0.907 3.745
20 O -1.670 -0.931 -2.825
21 H -1.276 -1.213 -1.989
22 H -2.610 -1.083 -2.694

2S+1: 1
Energy relative to the best compared isomer or geometry (same formula, charge and spin), kcal/mol: 9.60
Net charge: -1
HOMO, Eh: -0.24048

Results of the Löwdin charge analysis, in e, for atoms 1 through 8:
1 Cl -0.023
2 O -0.117
3 H -0.099
4 H 0.015
5 O -0.091
6 H 0.029
7 H -0.070
8 O -0.103



(8)
A 9-piece molecular cluster, ClH16O12 overall. Source: the OMol25 dataset; level of theory: ωB97M-V/def2-TZVPD.

Geometry (Å):
1 Cl -0.646 0.410 -1.141
2 O -0.506 -0.155 0.236
3 O 0.329 1.540 -1.253
4 O -0.278 -0.675 -2.121
5 O -2.076 0.861 -1.318
6 O -0.431 -2.900 -0.552
7 H 0.185 -2.698 0.163
8 H -0.517 -2.074 -1.021
9 O -1.687 3.015 0.212
10 H -1.112 3.613 -0.212
11 H -2.012 2.448 -0.459
12 O 2.935 1.795 -1.997
13 H 3.437 1.865 -1.191
14 H 2.065 1.553 -1.746
15 O -3.263 -1.304 1.342
16 H -2.987 -0.687 0.704
17 H -3.254 -2.116 0.850
18 O 2.446 -2.536 -1.599
19 H 1.508 -2.371 -1.589
20 H 2.853 -1.753 -1.979
21 O -1.025 -0.393 2.888
22 H -1.233 -1.293 2.564
23 H -1.251 -0.455 3.836
24 O 2.543 -0.365 0.285
25 H 2.468 -1.238 -0.056
26 H 1.736 -0.004 0.086
27 O 0.268 2.164 1.823
28 H -0.084 1.302 1.978
29 H -0.425 2.450 1.272

2S+1: 1
Energy relative to the best compared isomer or geometry (same formula, charge and spin), kcal/mol: 26.09
Net charge: -1
HOMO, Eh: -0.25732

Results of the Löwdin charge analysis, in e, for atoms 1 through 8:
1 Cl 0.846
2 O -0.363
3 O -0.343
4 O -0.352
5 O -0.350
6 O -0.066
7 H 0.037
8 H -0.052



(9)
A 9-piece molecular cluster, ClH16O8 overall. Source: the OMol25 dataset; level of theory: ωB97M-V/def2-TZVPD.

Geometry (Å):
1 Cl -0.659 -0.164 -0.138
2 O 1.885 1.304 1.435
3 H 2.457 0.617 1.185
4 H 1.130 1.135 0.828
5 O -0.856 -1.206 -3.104
6 H -1.527 -1.858 -3.173
7 H -0.792 -0.804 -2.232
8 O 0.385 2.869 -0.797
9 H 0.030 1.998 -0.866
10 H -0.118 3.283 -1.491
11 O -0.961 2.764 1.862
12 H -0.668 2.433 1.046
13 H -1.923 2.745 1.892
14 O 2.088 0.171 -1.760
15 H 1.263 0.585 -1.626
16 H 2.146 -0.285 -0.939
17 O 0.908 -2.506 1.158
18 H 1.321 -3.201 0.665
19 H 0.201 -2.279 0.498
20 O -0.510 0.128 2.809
21 H -0.438 1.075 2.745
22 H -0.697 -0.129 1.856
23 O -1.578 -3.130 -0.354
24 H -1.483 -2.186 -0.232
25 H -1.606 -3.360 -1.268

2S+1: 1
Energy relative to the best compared isomer or geometry (same formula, charge and spin), kcal/mol: 32.34
Net charge: -1
HOMO, Eh: -0.23424

Results of the Löwdin charge analysis, in e, for atoms 1 through 8:
1 Cl 0.238
2 O -0.059
3 H -0.004
4 H -0.057
5 O -0.088
6 H -0.007
7 H -0.107
8 O -0.051



(10)
A 9-piece molecular cluster, ClH16O8 overall. Source: the OMol25 dataset; level of theory: ωB97M-V/def2-TZVPD.

Geometry (Å):
1 Cl 0.314 -0.104 0.039
2 O 0.539 -3.023 1.793
3 H 0.183 -2.749 0.974
4 H 0.417 -3.977 1.846
5 O 0.987 2.426 1.533
6 H 0.089 2.658 1.671
7 H 0.951 1.530 1.216
8 O -0.550 0.822 -2.907
9 H 0.244 0.573 -3.370
10 H -0.322 0.655 -1.950
11 O 2.296 -0.905 2.853
12 H 1.662 -0.864 2.129
13 H 1.808 -0.579 3.637
14 O -2.372 2.119 0.150
15 H -2.639 1.818 1.021
16 H -1.411 2.046 -0.009
17 O -2.359 -1.278 0.998
18 H -1.654 -0.820 0.533
19 H -3.016 -0.602 1.215
20 O -0.497 -2.191 -2.687
21 H -0.906 -2.089 -3.613
22 H -0.607 -1.325 -2.318
23 O 2.189 2.377 -1.604
24 H 2.602 1.772 -2.189
25 H 2.049 1.711 -0.961

2S+1: 1
Energy relative to the best compared isomer or geometry (same formula, charge and spin), kcal/mol: 28.60
Net charge: -1
HOMO, Eh: -0.24276

Results of the Löwdin charge analysis, in e, for atoms 1 through 8:
1 Cl 0.119
2 O -0.060
3 H -0.035
4 H 0.034
5 O -0.095
6 H -0.013
7 H -0.144
8 O -0.119



(11)
A 10-piece molecular cluster, ClH18O9 overall. Source: the OMol25 dataset; level of theory: ωB97M-V/def2-TZVPD.

Geometry (Å):
1 Cl -0.134 -0.186 -0.128
2 O 0.536 -2.647 2.178
3 H 0.587 -1.780 1.750
4 H 0.558 -3.270 1.444
5 O 1.131 -2.522 -1.974
6 H 1.855 -2.271 -2.556
7 H 0.795 -1.678 -1.616
8 O -0.886 0.821 -3.203
9 H -0.189 1.330 -3.632
10 H -0.417 0.239 -2.582
11 O -0.849 1.209 2.749
12 H -0.560 0.900 3.615
13 H -0.442 0.591 2.117
14 O 3.306 -0.665 0.732
15 H 3.600 0.251 0.698
16 H 2.342 -0.612 0.636
17 O 1.432 2.918 1.252
18 H 2.154 2.748 1.864
19 H 1.088 2.034 1.034
20 O -1.936 -2.989 -0.761
21 H -2.522 -2.393 -0.281
22 H -1.092 -2.516 -0.790
23 O -0.039 3.147 -1.292
24 H 0.395 2.889 -0.467
25 H -0.684 2.441 -1.447
26 O -3.655 0.650 -0.024
27 H -2.771 0.277 -0.149
28 H -3.603 1.084 0.835

2S+1: 1
Energy relative to the best compared isomer or geometry (same formula, charge and spin), kcal/mol: 9.14
Net charge: -1
HOMO, Eh: -0.26212

Results of the Löwdin charge analysis, in e, for atoms 1 through 8:
1 Cl 0.068
2 O -0.091
3 H -0.059
4 H 0.030
5 O -0.101
6 H 0.028
7 H -0.096
8 O -0.092



(12)
A 12-piece molecular cluster, ClH22O15 overall. Source: the OMol25 dataset; level of theory: ωB97M-V/def2-TZVPD.

Geometry (Å):
1 Cl -4.868 16.022 24.978
2 O -4.214 17.364 24.980
3 O -4.601 15.363 23.700
4 O -4.354 15.189 26.089
5 O -6.379 16.197 25.095
6 O -4.303 11.910 23.461
7 H -4.483 12.198 24.379
8 H -4.192 12.771 23.119
9 O -7.416 16.056 21.983
10 H -7.141 15.449 22.661
11 H -7.233 16.897 22.440
12 O -2.113 13.704 26.749
13 H -1.733 13.606 25.838
14 H -2.749 14.435 26.747
15 O -6.396 18.530 23.097
16 H -6.189 18.251 23.991
17 H -5.553 18.538 22.652
18 O -5.102 12.705 26.001
19 H -4.834 13.657 26.015
20 H -6.067 12.664 26.102
21 O -3.648 17.991 22.457
22 H -3.725 17.551 23.277
23 H -3.848 17.374 21.748
24 O -1.262 16.818 25.333
25 H -0.579 16.776 26.010
26 H -1.904 17.450 25.589
27 O -5.104 16.593 20.585
28 H -4.641 15.868 20.084
29 H -5.750 16.137 21.159
30 O -8.969 15.865 24.971
31 H -9.133 14.951 24.767
32 H -8.048 15.979 25.171
33 O -1.734 14.625 23.852
34 H -2.552 14.678 23.344
35 H -1.640 15.442 24.330
36 O -3.350 13.662 21.630
37 H -4.155 13.720 21.126
38 H -2.908 14.476 21.390

2S+1: 1
Energy relative to the best compared isomer or geometry (same formula, charge and spin), kcal/mol: 4.29
Net charge: -1
HOMO, Eh: -0.27406

Results of the Löwdin charge analysis, in e, for atoms 1 through 8:
1 Cl 0.863
2 O -0.338
3 O -0.324
4 O -0.343
5 O -0.359
6 O -0.074
7 H -0.009
8 H -0.062



Number 1: electronic energy -28099.1969 eV. Number 2: electronic energy -48261.6730 eV. Number 3: electronic energy -24354.3822 eV. Number 4: electronic energy -36906.9635 eV. Number 5: electronic energy -54786.1203 eV. Number 6: electronic energy -35268.0988 eV. Number 7: electronic energy -27086.1246 eV. Number 8: electronic energy -37347.4644 eV. Number 9: electronic energy -29165.3016 eV. Number 10: electronic energy -29165.4640 eV. Number 11: electronic energy -31246.3569 eV. Number 12: electronic energy -43588.3246 eV.